{"formula": "C4H18NO3", "method": "ωB97M-V/def2-TZVPD", "species": ["C", "C", "C", "C", "N", "H", "H", "H", "H", "H", "H", "H", "H", "H", "H", "H", "H", "H", "H", "O", "H", "H", "O", "H", "H", "O"], "positions_angstrom": [[0.2771, -0.2957, 0.5508], [-1.1451, 0.1354, 0.7035], [-1.2861, 1.6291, 0.1095], [-2.0466, 1.7036, -1.2574], [0.8752, -0.3944, -0.8762], [0.9791, 0.3539, 1.0881], [0.2405, -1.2940, 0.9733], [-1.8718, -0.4021, 0.1958], [-1.3662, 0.2429, 1.8330], [-1.8238, 2.1351, 0.8647], [-0.3021, 2.0007, -0.0680], [-1.4686, 2.1600, -2.0477], [-2.8453, 2.3651, -1.3433], [-2.4567, 0.7332, -1.4651], [0.9157, 0.5699, -1.3547], [0.2112, -1.0245, -1.3629], [1.8070, -0.7898, -0.7198], [4.4385, -0.1623, -0.7249], [3.6985, 0.3210, 0.6236], [3.6091, 0.0462, -0.3062], [0.1327, -0.0845, 4.2704], [-0.8099, -1.2190, 4.7514], [-0.5568, -0.6542, 3.9335], [0.7138, -2.4474, -3.4443], [-0.1373, -3.2476, -2.3757], [0.2179, -2.3804, -2.5514]], "spin_multiplicity": 2, "relative_energy_kcal_mol": 33.4, "charge": 2, "homo_lumo_gap_ev": [11.614, 3.580], "energy_ev": -12051.55676, "max_force_ev_per_a": 5.6}



{"formula": "C4H18NO4", "method": "ωB97M-V/def2-TZVPD", "species": ["C", "N", "C", "C", "C", "H", "H", "H", "H", "H", "H", "H", "H", "H", "H", "H", "H", "O", "H", "H", "O", "H", "H", "O", "H", "H", "O"], "positions_angstrom": [[-1.7643, 0.1185, -1.1950], [-0.5554, -0.3401, -0.2696], [0.4252, -0.8398, -1.3574], [0.1905, 0.1336, -2.5354], [-1.2640, 0.7312, -2.4575], [-2.4594, -0.8854, -1.3642], [-2.2052, 0.8872, -0.6585], [-1.0186, -1.1077, 0.1716], [-0.3115, 0.2853, 0.5077], [-0.0408, -1.8333, -1.7088], [1.5053, -0.9890, -0.9857], [0.8060, 0.9904, -2.6142], [0.3804, -0.5199, -3.3983], [-1.9313, 0.2775, -3.2832], [-1.2850, 1.7371, -2.8075], [1.0534, 2.1631, 1.9615], [-0.4147, 2.5684, 2.1471], [0.2276, 2.1792, 1.4077], [3.7405, 1.6372, 0.3578], [2.5019, 0.7292, -0.0396], [2.8439, 1.3309, 0.6278], [2.3015, -1.2921, 3.0025], [2.2051, -2.3634, 2.0331], [2.3372, -2.1158, 2.8411], [-3.1817, -0.5180, 2.0841], [-3.4761, -1.8018, 1.5323], [-2.8844, -1.1999, 1.4013]], "spin_multiplicity": 1, "relative_energy_kcal_mol": 76.2, "charge": 1, "homo_lumo_gap_ev": 11.412, "energy_ev": -14111.06648, "max_force_ev_per_a": 9.8}



{"formula": "C4H18O4", "method": "ωB97M-V/def2-TZVPD", "species": ["C", "C", "C", "C", "H", "H", "H", "H", "H", "H", "H", "H", "H", "H", "H", "H", "O", "H", "H", "O", "H", "H", "O", "H", "H", "O"], "positions_angstrom": [[0.3246, 1.1314, -2.3570], [0.5635, -2.6960, -2.4404], [0.1318, -1.2811, -1.9545], [0.5433, -0.2685, -2.9937], [-0.5070, 1.1560, -1.6515], [0.0361, 1.7945, -3.2027], [1.2653, 1.5825, -2.0289], [-0.0639, -3.4869, -2.0597], [1.5919, -2.8666, -2.1189], [0.6240, -2.7142, -3.5328], [0.6741, -1.0547, -1.0429], [-0.9560, -1.2144, -1.8239], [1.5624, -0.0512, -3.3796], [0.0360, -0.4711, -3.9487], [2.5687, 0.4442, 3.3329], [3.3833, -0.4372, 4.2298], [3.2379, -0.2487, 3.2948], [-4.1191, 1.8822, 1.1456], [-5.1867, 1.9411, 2.3673], [-4.9163, 1.5172, 1.5441], [1.4194, -0.8809, 1.8448], [-0.0241, -1.0770, 2.0746], [0.7062, -0.5191, 2.3875], [-0.3874, 3.1649, 4.2438], [-1.4901, 2.0229, 4.3217], [-1.0180, 2.6307, 3.7482]], "spin_multiplicity": 2, "relative_energy_kcal_mol": 25.8, "charge": 1, "homo_lumo_gap_ev": [10.384, 3.095], "energy_ev": -12618.60682, "max_force_ev_per_a": 1.6}



{"formula": "C4H18O5", "method": "ωB97M-V/def2-TZVPD", "species": ["O", "H", "H", "O", "H", "H", "O", "H", "H", "C", "C", "O", "H", "H", "H", "H", "H", "H", "C", "C", "O", "H", "H", "H", "H", "H", "H"], "positions_angstrom": [[-4.4305, 21.9535, -8.9418], [-3.9273, 22.4760, -8.3173], [-3.7878, 21.6735, -9.5935], [-10.3301, 17.4803, -7.6990], [-9.9427, 18.3163, -7.9583], [-10.3525, 17.5126, -6.7426], [-8.1681, 20.9184, -8.2842], [-7.5574, 21.3715, -8.8656], [-7.6251, 20.6116, -7.5580], [-4.8963, 19.7193, -4.1495], [-6.0729, 19.5610, -3.2004], [-5.7911, 20.2822, -2.0337], [-3.9783, 19.6009, -3.5737], [-4.8320, 20.7286, -4.5560], [-4.9048, 18.9669, -4.9381], [-6.1663, 18.5204, -2.8897], [-6.9888, 19.9419, -3.6522], [-6.6770, 20.5055, -1.7388], [-7.9739, 26.4253, -10.9430], [-8.4177, 26.7113, -12.3957], [-9.6953, 27.3536, -12.6107], [-8.3633, 25.4489, -10.6545], [-8.0786, 27.2175, -10.2018], [-6.9080, 26.1997, -10.9101], [-8.4032, 25.7563, -12.9208], [-7.6073, 27.2972, -12.8294], [-9.6930, 28.2043, -12.1658]], "spin_multiplicity": 1, "relative_energy_kcal_mol": 24.2, "charge": 0, "homo_lumo_gap_ev": 10.615, "energy_ev": -14676.26101, "max_force_ev_per_a": 1.2}



{"formula": "C4H19MnN2OSi", "method": "ωB97M-V/def2-TZVPD", "species": ["C", "Mn", "N", "N", "H", "H", "H", "H", "H", "H", "H", "H", "H", "H", "C", "Si", "C", "C", "O", "H", "H", "H", "H", "H", "H", "H", "H", "H"], "positions_angstrom": [[-2.7747, -0.1877, -2.1212], [-0.9078, 0.0268, -1.4297], [3.0192, 0.5729, -0.4106], [-0.0714, -0.7122, -3.3607], [3.5333, -0.2655, -0.1141], [1.8552, 0.3992, -0.3270], [-3.4506, 0.1610, -1.3255], [-2.8941, -1.2594, -2.3415], [-2.8162, 0.4439, -3.0216], [0.4093, -1.6121, -3.2874], [0.5649, -0.0679, -3.8356], [-0.8587, -0.8591, -3.9975], [3.3112, 0.8109, -1.3641], [3.2858, 1.3455, 0.2113], [-1.6467, 0.9738, 1.5930], [0.0121, 0.1188, 1.4355], [1.2617, 0.9358, 2.5750], [-0.2090, -1.6865, 1.8845], [0.5787, 0.2504, -0.1109], [-1.8481, 1.1606, 2.6573], [-2.4775, 0.3691, 1.1977], [-1.6495, 1.9463, 1.0775], [0.8178, 1.0668, 3.5724], [2.1692, 0.3289, 2.6983], [1.5472, 1.9329, 2.2107], [-1.2007, -2.0553, 1.5851], [0.5474, -2.3039, 1.3804], [-0.1080, -1.8342, 2.9686]], "spin_multiplicity": 4, "relative_energy_kcal_mol": 0.0, "charge": 1, "homo_lumo_gap_ev": [8.644, 7.462], "energy_ev": -48676.63956, "max_force_ev_per_a": 1.2}



{"formula": "C4H19N2O3", "method": "ωB97M-V/def2-TZVPD", "species": ["N", "C", "C", "N", "C", "C", "H", "H", "H", "H", "H", "H", "H", "H", "H", "H", "H", "H", "H", "H", "H", "O", "H", "H", "O", "H", "H", "O"], "positions_angstrom": [[-0.0227, -0.6468, 0.2457], [-0.8448, 0.0875, 1.3491], [0.1187, 1.0962, 2.0089], [0.5214, 1.9215, 0.8214], [1.8750, 2.4117, 0.8140], [-0.4713, 2.9913, 0.4698], [0.9747, -0.5253, 0.3394], [-0.3294, -0.2981, -0.6569], [-0.2412, -1.6298, 0.4097], [-1.3581, -0.5354, 2.0845], [-1.7529, 0.4572, 0.8939], [1.0336, 0.6484, 2.4128], [-0.4579, 1.6072, 2.7886], [2.6514, 1.6501, 0.7409], [2.2073, 3.0348, 1.6783], [2.1155, 3.0207, -0.0682], [-0.4038, 3.8239, 1.1808], [-1.5032, 2.6031, 0.5096], [-0.2035, 3.2392, -0.5752], [-0.8490, -0.1868, -3.2362], [-0.5503, -1.5272, -3.9236], [-0.9391, -1.1386, -3.1276], [-2.1278, -2.4076, -1.3452], [-0.9743, -2.9586, -1.8677], [-1.2083, -2.5109, -1.0433], [1.9419, -3.1670, -0.0753], [0.7168, -3.5388, -0.9411], [1.0784, -2.8587, -0.3738]], "spin_multiplicity": 1, "relative_energy_kcal_mol": 41.3, "charge": 1, "homo_lumo_gap_ev": 9.256, "energy_ev": -13571.54025, "max_force_ev_per_a": 3.3}